ORCA calculation (ωB97M-V/def2-TZVPD) on an isolated molecule of C7H9I at a distorted geometry.

Last column: natural (NBO) charge in e.
Element x y z (Å)
C (1.956, 1.388, -0.533)  -0.364
I (-1.533, -1.659, -2.729)  0.113
H (-2.045, -2.233, 1.192)  0.223
C (0.436, -0.279, 0.115)  -0.199
H (-0.428, -2.120, 1.860)  0.220
H (-2.885, 1.021, 0.121)  0.214
C (0.768, 0.872, -0.690)  -0.226
H (2.551, 0.818, 0.222)  0.185
H (-0.579, -3.069, 0.390)  0.232
H (2.330, 2.223, -1.112)  0.208
C (-2.710, 0.450, -0.785)  -0.419
H (1.146, -0.447, 0.888)  0.203
H (-3.496, 0.735, -1.425)  0.213
C (-0.973, -2.167, 0.861)  -0.642
C (-0.708, -0.887, 0.063)  -0.064
C (-1.768, -0.493, -0.938)  -0.114
H (0.179, 1.141, -1.594)  0.218

Its orbital gap is 9.07 eV. The lowest unoccupied orbital energy comes out at 0.37 eV. As for the energy above the lowest of the compared OMol25 structures with the same formula, charge and spin: 221.7 kJ/mol. Its spin multiplicity is 1.

ORCA calculation (ωB97M-V/def2-TZVPD) on C17H32AlF12N2O25S9 as an isolated structure at a distorted geometry.

Last column: Mulliken charge in e.
Element x y z (Å)
C (-32.673, 11.788, 4.526)  -0.033
H (-29.014, 15.586, -0.802)  -0.430
O (-32.603, 9.905, 5.861)  -0.370
H (-26.487, 18.520, 2.144)  0.273
N (-33.718, 12.080, -0.975)  -0.076
H (-34.478, 5.949, -2.611)  0.310
S (-37.281, 8.700, -1.382)  0.886
O (-32.502, 15.543, -4.341)  -0.252
H (-25.655, 15.690, 2.990)  0.251
H (-27.660, 14.188, 3.455)  0.094
F (-34.154, 17.786, -3.788)  -0.157
C (-32.021, 13.656, 0.677)  0.330
H (-38.366, 7.532, 0.376)  0.384
H (-24.633, 16.991, 3.089)  0.456
O (-28.357, 12.128, 5.918)  -0.541
F (-31.983, 12.539, 1.385)  -0.201
H (-35.364, 4.438, -2.119)  0.401
H (-30.471, 17.819, -1.241)  -0.134
O (-31.390, 13.022, -1.848)  -0.431
H (-28.625, 15.683, 3.745)  0.220
H (-29.245, 18.092, -3.447)  0.436
F (-34.330, 8.950, 0.714)  -0.192
H (-28.600, 14.877, 0.764)  0.280
C (-35.142, 5.477, -1.889)  -1.257
H (-37.114, 6.180, -2.501)  0.370
H (-30.488, 14.377, 3.207)  0.129
O (-27.866, 17.084, 2.250)  -0.189
S (-33.032, 10.671, -0.930)  0.837
H (-36.948, 8.483, 0.956)  0.254
F (-32.916, 14.476, 1.211)  -0.207
O (-36.705, 10.007, -1.505)  -0.356
O (-28.224, 14.548, 5.413)  -0.357
S (-33.917, 12.716, -5.256)  0.869
C (-28.406, 15.710, 0.089)  -0.250
O (-30.264, 13.466, 5.079)  -0.322
C (-33.574, 10.050, 0.787)  0.562
S (-28.463, 15.354, -4.081)  1.178
O (-30.141, 17.102, 1.537)  -0.624
F (-32.500, 9.801, 1.542)  -0.215
H (-31.827, 17.275, -2.184)  -0.101
F (-31.837, 13.951, -6.489)  -0.110
O (-38.347, 8.288, -2.275)  -0.641
H (-30.567, 17.226, -4.286)  0.389
O (-29.197, 15.276, -5.323)  -0.588
C (-28.470, 13.785, -3.246)  -0.531
C (-32.276, 11.287, 5.881)  -0.133
O (-33.984, 11.612, -4.319)  -0.423
O (-33.911, 8.712, 4.069)  -0.515
H (-31.252, 18.870, -2.462)  0.464
H (-27.345, 15.642, -0.146)  0.595
S (-28.837, 17.234, 0.979)  0.961
C (-37.829, 8.474, 0.325)  -0.997
C (-26.446, 17.439, 2.006)  -0.328
H (-34.603, 5.445, -0.938)  0.303
H (-29.637, 12.903, 3.199)  0.249
O (-33.320, 14.452, -1.588)  -0.575
S (-33.872, 15.357, -4.796)  0.501
C (-30.900, 17.864, -2.241)  -0.458
H (-32.621, 12.871, 4.484)  0.362
O (-27.174, 16.023, -4.014)  -0.635
H (-27.743, 13.172, -3.777)  0.502
F (-35.043, 16.258, -2.551)  -0.132
C (-25.706, 16.771, 3.134)  -1.222
O (-33.723, 9.934, -1.956)  -0.382
F (-36.013, 16.798, -4.397)  -0.194
H (-38.459, 9.339, 0.518)  0.427
N (-34.527, 14.014, -4.267)  -0.017
S (-32.589, 13.293, -1.107)  1.003
O (-36.038, 7.639, -1.459)  -0.119
H (-28.092, 13.880, -2.232)  0.210
H (-31.987, 11.340, 3.802)  0.152
C (-32.070, 12.874, -5.793)  0.740
C (-30.019, 17.314, -3.343)  -0.395
F (-30.846, 14.255, 0.671)  0.023
S (-34.019, 9.742, 5.054)  1.083
H (-32.754, 11.795, 6.721)  0.297
H (-29.508, 13.470, -3.259)  -0.036
H (-31.202, 11.378, 6.023)  0.084
Al (-36.141, 12.797, -2.227)  1.086
O (-31.601, 10.585, -0.885)  -0.566
O (-33.972, 11.211, 4.315)  -0.340
S (-29.029, 13.357, 6.135)  1.002
F (-34.301, 10.985, 1.420)  -0.231
F (-31.846, 11.825, -6.552)  -0.172
H (-26.040, 17.120, 4.106)  0.292
F (-31.340, 12.760, -4.706)  -0.148
O (-29.377, 16.125, -2.951)  -0.165
C (-36.411, 6.277, -1.672)  -0.251
O (-34.780, 12.641, -6.399)  -0.499
C (-28.479, 14.642, 4.009)  0.017
O (-29.463, 13.665, 7.468)  -0.536
H (-36.921, 5.808, -0.822)  0.285
O (-35.073, 9.711, 6.030)  -0.562
O (-28.390, 18.390, 0.237)  -0.592
C (-29.778, 13.803, 3.804)  -0.001
O (-34.156, 15.539, -6.205)  -0.407
C (-34.833, 16.666, -3.805)  0.583
H (-26.116, 17.245, 0.988)  0.469

Its orbital gap is 2.46 eV. The lowest unoccupied orbital energy comes out at -10.54 eV. As for the net charge: +1. Its spin multiplicity is 1.

ORCA calculation (ωB97M-V/def2-TZVPD) on an isolated molecule of C6H8 at a distorted geometry.

Last column: natural (NBO) charge in e.
Element x y z (Å)
C (0.216, -0.182, -0.606)  -0.091
H (-1.140, 0.117, -3.806)  0.217
H (1.988, -1.352, -0.115)  0.232
C (0.062, 0.508, 2.041)  -0.587
C (0.664, 0.481, 0.674)  -0.244
H (1.372, 1.224, 0.490)  0.217
H (0.416, -1.708, 0.919)  0.220
C (-0.572, -0.071, -1.741)  0.104
H (-0.699, -0.209, 2.150)  0.214
C (1.020, -0.941, 0.340)  -0.428
H (-0.337, 1.654, 2.169)  0.203
C (-1.424, -0.056, -2.769)  -0.503
H (0.955, 0.522, 2.864)  0.222
H (-2.521, 0.011, -2.609)  0.223

Its orbital gap is 9.67 eV. The lowest unoccupied orbital energy comes out at 1.00 eV. As for the energy above the lowest of the compared OMol25 structures with the same formula, charge and spin: 355.8 kJ/mol. Its spin multiplicity is 1.

ORCA calculation (ωB97M-V/def2-TZVPD) on a 2-piece molecular cluster, C2H6N2O overall at a distorted geometry.

Last column: natural (NBO) charge in e.
Element x y z (Å)
O (2.525, 1.346, 1.638)  -0.499
H (1.403, 0.240, 0.613)  0.123
H (1.397, -0.142, 2.471)  0.120
H (-2.114, -0.922, -0.879)  0.113
H (-0.240, 1.193, -0.604)  0.395
C (-1.123, -0.562, -1.070)  0.304
N (-0.191, -1.395, -1.184)  -0.764
H (-1.912, 1.304, -0.909)  0.396
H (-0.360, -2.257, -0.757)  0.351
C (1.702, 0.457, 1.622)  0.252
N (-1.087, 0.738, -0.940)  -0.792

Its orbital gap is 9.80 eV. The lowest unoccupied orbital energy comes out at 0.70 eV. As for the energy above the lowest of the compared OMol25 structures with the same formula, charge and spin: 256.3 kJ/mol. Its spin multiplicity is 1.

ORCA calculation (ωB97M-V/def2-TZVPD) on C14H35O3S4SbSi2TcTe2 as an isolated structure.

Last column: natural (NBO) charge in e.
Element x y z (Å)
C (0.410, -3.849, 3.508)  -1.152
H (2.776, 0.086, -0.154)  0.536
H (1.715, -6.598, 4.835)  0.272
H (0.431, -7.149, 1.252)  0.286
H (3.213, -3.939, 1.837)  0.242
H (2.133, 1.872, 2.926)  0.270
H (-2.796, -1.172, 5.565)  0.282
Sb (0.244, -1.225, -4.421)  1.131
Tc (0.071, 0.671, -0.758)  0.166
H (-5.512, -2.609, 4.269)  0.277
H (-2.844, 0.059, 2.129)  0.230
C (2.531, -4.685, 1.422)  -1.143
H (-4.341, 0.138, 3.057)  0.273
S (0.970, 0.648, -2.917)  -0.079
H (3.155, -5.516, 1.082)  0.286
Si (1.350, -5.378, 2.708)  1.617
H (-3.536, 2.202, -0.729)  0.251
C (1.748, 0.230, 1.604)  0.166
S (-1.313, -0.900, -1.095)  0.217
H (-2.756, -3.098, 1.094)  0.271
Si (-3.314, -2.068, 3.345)  1.674
H (-0.731, -6.739, 2.505)  0.268
H (1.090, -3.248, 4.113)  0.289
H (2.304, -1.817, 2.071)  0.211
H (-5.323, -3.363, 2.692)  0.259
H (3.319, 1.692, 1.637)  0.249
Te (-0.264, -2.848, 1.816)  1.729
H (-2.394, 3.069, -3.210)  0.256
H (2.868, -7.067, 3.592)  0.281
Te (-1.022, 3.087, -0.899)  0.931
O (-0.452, 1.160, 1.379)  -0.595
H (3.071, -5.534, 4.442)  0.264
C (-2.290, -3.176, 2.078)  -1.186
H (-0.537, -5.696, 1.093)  0.215
H (2.213, -0.721, 3.472)  0.261
H (-1.296, -1.452, 4.698)  0.230
H (2.058, -4.272, 0.527)  0.226
H (-0.781, 3.815, -3.466)  0.259
O (1.867, -0.078, 0.148)  -0.704
S (-0.461, 1.051, -4.402)  -0.226
H (-4.317, -0.742, 1.536)  0.251
S (-1.347, -2.090, -2.775)  -0.299
O (-0.389, -0.867, 2.299)  -0.764
H (-4.547, -4.071, 4.118)  0.259
C (-4.801, -3.132, 3.623)  -1.132
C (-2.292, -1.859, 4.881)  -1.143
H (-2.192, -2.808, 5.412)  0.256
C (-1.643, 3.742, -2.808)  -0.863
C (-3.727, -0.509, 2.426)  -1.140
C (0.006, -6.317, 1.818)  -1.132
H (-2.352, -4.215, 2.419)  0.285
H (-2.060, 4.736, -2.650)  0.273
H (3.565, -0.627, 2.347)  0.262
C (2.491, -0.802, 2.421)  -0.648
H (-3.399, 3.846, -0.026)  0.268
H (-0.463, -4.144, 4.089)  0.277
H (-2.855, 2.430, 0.919)  0.260
C (-2.960, 2.852, -0.076)  -0.833
C (2.332, -6.217, 4.020)  -1.125
C (0.198, 0.168, 1.732)  0.813
H (1.718, 2.384, 1.293)  0.232
C (2.255, 1.632, 1.869)  -0.647

Its orbital gap is 7.17 eV. The lowest unoccupied orbital energy comes out at -10.03 eV. As for the energy above the lowest of the compared OMol25 structures with the same formula, charge and spin: 0.0 kJ/mol. As for the net charge: +3. Its spin multiplicity is 1.

ORCA calculation (ωB97M-V/def2-TZVPD) on a 2-piece molecular cluster, C3H7O3P overall at a distorted geometry.

Last column: natural (NBO) charge in e.
Element x y z (Å)
H (-0.838, -2.197, 0.697)  0.216
O (1.320, -1.197, -1.005)  -0.515
H (-0.670, -0.648, 1.769)  0.224
C (0.912, -0.862, 0.348)  -0.077
C (-0.562, -1.149, 0.754)  -0.645
H (-1.243, -0.589, 0.151)  0.224
O (-1.603, 4.339, -1.255)  -0.446
H (1.653, -1.501, 0.946)  0.205
H (-3.200, 3.841, -0.247)  0.450
C (0.936, -0.291, -1.870)  -0.178
H (-1.824, 4.425, -2.169)  0.450
P (0.799, 0.693, -3.089)  0.347
O (-2.452, 3.368, -0.753)  -0.452
H (0.993, 0.355, 0.514)  0.197

Its orbital gap is 9.49 eV. The lowest unoccupied orbital energy comes out at 0.79 eV. As for the energy above the lowest of the compared OMol25 structures with the same formula, charge and spin: 665.9 kJ/mol. Its spin multiplicity is 1.

ORCA calculation (ωB97M-V/def2-TZVPD) on an isolated molecule of C4H6ClN3O at a distorted geometry.

Last column: natural (NBO) charge in e.
Element x y z (Å)
N (2.091, 0.280, 0.138)  -0.317
C (0.058, 0.841, 0.284)  0.385
H (-1.527, -1.925, 0.481)  0.215
C (1.449, -0.921, 0.007)  0.732
H (-1.146, 2.517, 0.922)  0.254
C (-0.970, -1.422, -0.298)  -0.438
O (1.839, -2.017, -0.313)  -0.617
H (-1.569, -0.899, -1.095)  0.210
H (-1.399, 1.968, -0.762)  0.239
N (0.066, -0.562, 0.176)  -0.425
H (-0.599, -2.356, -0.710)  0.253
C (-1.210, 1.586, 0.263)  -0.672
Cl (3.725, 0.498, 0.069)  0.227
H (-2.065, 1.040, 0.471)  0.231
N (1.256, 1.373, 0.369)  -0.278

Its orbital gap is 9.51 eV. The lowest unoccupied orbital energy comes out at 0.70 eV. As for the energy above the lowest of the compared OMol25 structures with the same formula, charge and spin: 120.9 kJ/mol. Its spin multiplicity is 1.

ORCA calculation (ωB97M-V/def2-TZVPD) on a 2-piece molecular cluster, C5H13NO3 overall at a distorted geometry.

Last column: natural (NBO) charge in e.
Element x y z (Å)
O (-2.295, 0.108, 0.548)  -0.744
C (-0.934, 2.097, 0.518)  -0.653
O (-1.806, 1.056, -1.469)  -0.742
H (1.244, -0.805, -1.594)  0.399
N (1.202, -0.524, -0.618)  -0.696
H (0.406, -2.914, 1.288)  0.247
H (0.022, 2.474, 0.139)  0.203
C (0.057, -1.892, 1.116)  -0.736
H (-1.685, 2.875, 0.340)  0.206
C (0.251, -1.546, -0.328)  0.734
H (-3.049, 0.712, 0.638)  0.470
H (2.549, 0.674, 0.387)  0.203
H (-0.116, 0.367, -0.387)  0.243
H (-1.701, 0.211, -1.945)  0.478
H (-0.829, 1.941, 1.595)  0.212
H (2.968, 0.386, -1.337)  0.218
C (2.577, -0.063, -0.418)  -0.397
H (3.256, -0.873, -0.147)  0.194
O (-0.340, -2.031, -1.281)  -0.591
H (-1.009, -1.860, 1.342)  0.277
C (-1.298, 0.794, -0.183)  0.251
H (0.531, -1.186, 1.798)  0.222

Its orbital gap is 9.42 eV. The lowest unoccupied orbital energy comes out at 0.61 eV. As for the energy above the lowest of the compared OMol25 structures with the same formula, charge and spin: 284.3 kJ/mol. Its spin multiplicity is 1.